Here is a cluster of 4 separate species, C24H55Cl2NO12P3 in total in a non-equilibrium geometry from OMol25. Energies are from ωB97M-V/def2-TZVPD.

DFT total energy, Ha: -3849.285511
Net charge: -1
HOMO-LUMO gap, eV: 2.22
E_HOMO, eV: -2.937

CARTESIAN COORDINATES (ANGSTROEM)
C (5.58568, 4.51158, 3.24671)
C (5.37852, 6.15521, 3.19387)
C (4.40578, 6.74035, 4.37852)
N (3.05957, 6.02937, 4.48866)
C (2.20899, 6.25006, 3.25639)
Cl (2.19187, 7.79121, 2.21375)
C (1.25990, 5.14233, 2.85448)
C (1.26278, 3.78446, 3.83125)
Cl (0.09904, 5.22182, 1.41193)
H (4.71071, 4.02312, 2.59799)
H (5.37183, 4.14471, 4.35885)
H (6.64126, 4.16455, 2.86218)
H (4.99930, 6.52897, 2.14373)
H (6.45388, 6.63986, 3.36575)
H (4.96372, 6.51351, 5.40922)
H (4.29334, 7.91128, 4.20249)
H (1.08059, 4.21557, 4.92972)
H (0.39654, 3.03969, 3.58226)
H (2.33765, 3.32041, 3.70659)
O (-5.97653, 1.79014, 0.80014)
P (-4.88316, 1.89784, 1.89109)
O (-4.24293, 0.39743, 1.59825)
C (-3.54806, 0.17549, 0.38572)
C (-2.22845, 0.91712, 0.35299)
O (-5.87592, 1.45426, 3.15407)
C (-7.28494, 1.61570, 3.05343)
C (-7.93514, 0.36274, 2.48732)
O (-3.66148, 2.01818, 3.11008)
C (-2.76895, 3.11772, 3.04058)
C (-3.43193, 4.42757, 2.65933)
H (-4.17304, 0.45294, -0.46759)
H (-3.35637, -0.90051, 0.31771)
H (-2.39756, 1.99742, 0.28867)
H (-1.63138, 0.61820, -0.51237)
H (-1.64995, 0.72586, 1.26169)
H (-7.52773, 2.50258, 2.45844)
H (-7.66845, 1.79891, 4.06005)
H (-7.42481, -0.01270, 1.59822)
H (-8.98223, 0.55151, 2.24094)
H (-7.89477, -0.44682, 3.22900)
H (-1.96066, 2.88213, 2.34516)
H (-2.31422, 3.22274, 4.03131)
H (-3.86538, 4.37650, 1.65557)
H (-2.70017, 5.24066, 2.66825)
H (-4.24080, 4.67061, 3.35474)
O (3.33135, 1.15955, 0.07526)
P (3.48542, 0.45577, -1.29521)
O (4.93745, 1.16800, -1.65747)
C (6.08327, 0.80177, -0.91228)
C (6.52276, -0.61388, -1.22091)
O (2.51833, 1.52482, -2.13143)
C (1.54152, 2.29894, -1.44722)
C (2.12251, 3.63079, -0.99800)
O (3.65758, -0.33060, -2.82651)
C (3.61922, -1.74784, -2.84618)
C (2.57538, -2.34978, -1.92494)
H (5.89797, 0.92842, 0.15792)
H (6.88357, 1.49472, -1.19240)
H (5.79544, -1.33438, -0.83146)
H (7.49100, -0.83298, -0.76354)
H (6.60057, -0.77238, -2.30064)
H (1.12481, 1.73421, -0.60642)
H (0.71805, 2.47963, -2.14234)
H (3.09034, 3.52402, -0.50425)
H (1.43422, 4.14090, -0.32067)
H (2.29262, 4.27730, -1.86989)
H (4.61054, -2.13836, -2.60695)
H (3.40095, -2.04690, -3.87684)
H (2.78138, -2.10651, -0.87785)
H (2.56652, -3.43942, -2.02118)
H (1.57923, -1.96457, -2.16210)
O (-3.30787, -6.69715, -2.53466)
P (-1.98100, -5.99491, -2.91348)
O (-1.02644, -7.30918, -2.58424)
C (-1.10952, -8.44272, -3.42715)
C (-0.52643, -8.16578, -4.79674)
O (-1.78479, -5.22657, -1.44767)
C (-2.90525, -4.98160, -0.60737)
C (-3.12126, -6.13634, 0.35859)
O (-0.49841, -5.21025, -3.33675)
C (-0.39544, -4.65642, -4.63794)
C (-1.65473, -3.95646, -5.11214)
H (-2.14550, -8.78376, -3.50562)
H (-0.53486, -9.24219, -2.94783)
H (-1.16036, -7.46295, -5.34808)
H (-0.45211, -9.08406, -5.38489)
H (0.46922, -7.71976, -4.71477)
H (-3.79911, -4.78318, -1.20833)
H (-2.69952, -4.07004, -0.04108)
H (-3.08728, -7.11027, -0.13355)
H (-4.07942, -6.03287, 0.87235)
H (-2.32314, -6.14615, 1.11359)
H (-0.10624, -5.44020, -5.34115)
H (0.42699, -3.93370, -4.61298)
H (-2.49330, -4.65565, -5.18924)
H (-1.49461, -3.51377, -6.09958)
H (-1.94764, -3.16761, -4.41295)

Here is a structure of composition C17H18BBeN7O3S in a non-equilibrium geometry from OMol25. Energies are from ωB97M-V/def2-TZVPD.

DFT total energy, Ha: -1705.354396
Net charge: 0
Energy above the lowest of the compared OMol25 structures with the same formula, charge and spin, kcal/mol: 109.08
HOMO-LUMO gap, eV: 7.99
E_HOMO, eV: -8.291

CARTESIAN COORDINATES (ANGSTROEM)
H (-0.32708, -2.66751, 0.62395)
N (-1.25913, -1.12386, -0.40595)
B (-2.78003, 0.44112, -1.71006)
N (-2.54164, -0.71175, -0.66517)
C (-3.36975, -1.53433, -0.01207)
Be (0.05278, 0.01542, -1.47635)
H (-4.43670, -1.35827, -0.09146)
C (-2.61124, -2.48785, 0.63375)
H (-2.94232, -3.29994, 1.25714)
C (-1.29630, -2.23804, 0.34161)
H (-3.94769, 0.68831, -1.89969)
C (1.48156, 0.33628, -1.67563)
H (1.97294, 0.04546, -0.66777)
H (1.76878, 1.37597, -2.00232)
H (1.93076, -0.27143, -2.48555)
N (-1.91623, -0.00011, -2.87657)
N (-1.99808, 1.63391, -1.06757)
N (-0.60288, -0.22620, -2.68396)
N (-0.65684, 1.46288, -0.79033)
C (-2.20806, -0.19057, -4.17134)
C (-2.39089, 2.86975, -0.68887)
H (-3.23354, -0.01406, -4.46131)
H (-3.42174, 3.22227, -0.88390)
C (-1.03608, -0.57776, -4.81807)
C (-1.28034, 3.48885, -0.12165)
C (-0.04332, -0.61938, -3.89948)
C (-0.22866, 2.56356, -0.18689)
H (-0.99733, -0.79245, -5.89897)
H (-1.20482, 4.50160, 0.27004)
H (0.96809, -0.82183, -4.01001)
H (0.78682, 2.59732, 0.22927)
H (-0.10996, -0.95148, -0.17580)
O (2.36978, 2.67002, 1.36233)
C (2.05354, 1.65237, 2.01713)
N (0.98165, 0.85172, 1.75434)
S (0.92496, -0.53589, 2.59125)
O (-0.29078, -0.66797, 3.35828)
O (1.34632, -1.67765, 1.79303)
C (2.28824, -0.06671, 3.63251)
C (2.83476, -0.78447, 4.69411)
C (3.96305, -0.24344, 5.33298)
C (4.50927, 0.97887, 4.89234)
C (3.93441, 1.67091, 3.82245)
C (2.81008, 1.12767, 3.19066)
H (2.38186, -1.72609, 4.99973)
H (4.42029, -0.77418, 6.16976)
H (5.39277, 1.38310, 5.39092)
H (4.32830, 2.61653, 3.45284)

Here is a cluster of 2 separate species, C8H16F2P in total in a non-equilibrium geometry from OMol25. Energies are from ωB97M-V/def2-TZVPD.

DFT total energy, Ha: -855.097830
Net charge: +1
Energy above the lowest of the compared OMol25 structures with the same formula, charge and spin, kcal/mol: 30.68
HOMO-LUMO gap, eV: 9.33
E_HOMO, eV: -15.234

CARTESIAN COORDINATES (ANGSTROEM)
C (-2.70768, 0.85434, -1.07721)
C (-1.44303, 0.60826, -0.82795)
C (-0.40126, -2.37124, -1.50363)
C (0.93856, 2.67053, 0.17960)
C (-1.16940, -0.28746, 2.20210)
C (0.61639, -1.21604, -1.50745)
C (1.34941, 1.35026, -0.48225)
C (-0.00750, -0.79670, 1.32557)
F (-3.58621, 0.41367, -0.21418)
F (-0.48008, 1.12234, -2.45366)
P (0.08648, 0.05860, -0.32054)
H (-3.24376, 1.37633, -1.88399)
H (-0.11990, -3.16852, -2.25616)
H (-0.47502, -2.96166, -0.56264)
H (-1.42320, -1.81751, -1.64771)
H (1.50790, 3.56126, -0.20860)
H (-0.07590, 2.72836, -0.13670)
H (0.91190, 2.70664, 1.24964)
H (-2.07031, -0.36954, 1.72321)
H (-1.19843, -0.78759, 3.17040)
H (-0.93166, 0.69794, 2.41303)
H (0.75004, -0.92466, -2.56705)
H (1.60495, -1.60285, -1.18683)
H (2.26535, 0.90178, -0.22122)
H (1.27636, 1.40294, -1.50186)
H (-0.22243, -1.76894, 1.08981)
H (1.06270, -0.72767, 1.81163)